ORCA calculation (ωB97M-V/def2-TZVPD) on C46H34AgAs2F5N2O3Se as an isolated structure.

Geometry (Å):
Ag: 2.8033 -0.6884 -0.2148
O: 3.0158 3.9645 -0.5791
C: 2.3787 4.3154 0.5414
C: 2.3833 5.6673 0.9019
C: 1.7429 6.0889 2.0524
C: 1.0707 5.1739 2.8576
C: 1.0650 3.8345 2.4945
C: 1.7150 3.3754 1.3528
C: 1.7384 1.9080 0.9981
O: 2.2166 1.6164 -0.1729
N: 1.2587 1.0987 1.8928
N: 1.1641 -0.2075 1.3991
C: 1.2224 -1.1060 2.3052
C: 1.0697 -2.5458 2.1015
C: 0.9571 -3.3141 3.2677
C: 0.8401 -4.6908 3.2618
C: 0.8469 -5.3408 2.0175
C: 0.9879 -4.6310 0.8502
C: 1.1346 -3.2007 0.8174
O: 1.2570 -2.5913 -0.2865
H: 2.8463 2.9640 -0.6471
H: 2.9046 6.3638 0.2567
H: 1.7696 7.1388 2.3250
H: 0.5703 5.4994 3.7619
H: 0.5540 3.0930 3.0968
H: 1.3777 -0.7747 3.3389
H: 0.9594 -2.7837 4.2177
H: 0.7640 -5.2484 4.1870
H: 0.7373 -6.4210 1.9737
H: 1.0053 -5.1323 -0.1120
C: -2.7856 -0.7414 -1.2505
C: -2.0353 0.4430 -1.8661
As: -1.4731 1.7500 -0.4896
C: -3.3012 2.4100 -0.1721
C: -3.8621 2.1665 1.0786
C: -5.1678 2.5554 1.3627
C: -5.9241 3.1968 0.3937
C: -5.3749 3.4422 -0.8612
C: -4.0736 3.0499 -1.1405
C: -0.8989 3.1711 -1.7146
C: -1.0685 4.5051 -1.3507
C: -0.5917 5.5255 -2.1604
C: 0.0738 5.2262 -3.3422
C: 0.2728 3.9015 -3.6997
C: -0.2092 2.8802 -2.8900
As: -1.6681 -1.8656 -0.0247
C: -3.1839 -2.6222 0.9855
C: -4.3821 -3.0524 0.4145
C: -5.3937 -3.5818 1.2026
C: -5.2185 -3.6935 2.5790
C: -4.0291 -3.2765 3.1567
C: -3.0175 -2.7427 2.3624
C: -1.4641 -3.3654 -1.2809
C: -1.7362 -4.6810 -0.9245
C: -1.5092 -5.7206 -1.8209
C: -0.9977 -5.4576 -3.0825
C: -0.6984 -4.1471 -3.4383
C: -0.9235 -3.1151 -2.5410
H: -3.1809 -1.3899 -2.0321
H: -3.6276 -0.3690 -0.6624
H: -2.6676 0.9713 -2.5823
H: -1.1342 0.1159 -2.3877
H: -3.2724 1.6657 1.8385
H: -5.5877 2.3587 2.3417
H: -6.9380 3.5085 0.6138
H: -5.9621 3.9416 -1.6230
H: -3.6498 3.2507 -2.1186
H: -1.5600 4.7545 -0.4171
H: -0.7214 6.5558 -1.8552
H: 0.4583 6.0223 -3.9678
H: 0.8215 3.6575 -4.6014
H: -0.0137 1.8525 -3.1696
H: -4.5214 -2.9823 -0.6586
H: -6.3183 -3.9141 0.7447
H: -6.0062 -4.1112 3.1951
H: -3.8812 -3.3695 4.2259
H: -2.0805 -2.4310 2.8127
H: -2.1146 -4.9079 0.0644
H: -1.7216 -6.7401 -1.5209
H: -0.8146 -6.2675 -3.7784
H: -0.2684 -3.9301 -4.4086
H: -0.6432 -2.1057 -2.8192
F: 10.0378 0.9370 -0.5281
C: 8.8702 0.2641 -0.5613
C: 8.6189 -0.6546 -1.5575
F: 9.5495 -0.8664 -2.5103
C: 7.4244 -1.3558 -1.5679
F: 7.2768 -2.2287 -2.5789
C: 6.4335 -1.1912 -0.6054
Se: 4.8501 -2.2516 -0.5813
C: 6.7227 -0.2404 0.3709
F: 5.8557 0.0272 1.3523
C: 7.9081 0.4742 0.4049
F: 8.1425 1.3637 1.3861

Results
- calculated total energy (eV) = -261987.4820
- molar mass (g mol⁻¹) = 1094.45
- lowest unoccupied orbital energy (eV) = 3.93
- net charge = -2
- orbital gap (eV) = 5.653
- largest force on an atom (eV/A) = 0.648

Löwdin population analysis, charges in e, atoms 1 to 4:
1 Ag 0.5510
2 O 0.0333
3 C -0.2938
4 C -0.0397



ORCA calculation (ωB97M-V/def2-TZVPD) on C46H34Cl4N3O8P2S2Ta as an isolated structure.

Geometry (Å):
Ta: -0.2263 -0.4660 -0.5623
C: -5.5784 -2.8344 -5.1693
C: -4.2667 -2.2308 -4.7530
C: -3.8871 -0.9707 -5.2081
C: -2.6717 -0.4176 -4.8420
C: -1.8359 -1.1271 -3.9866
C: -2.1895 -2.3869 -3.5239
C: -3.4006 -2.9276 -3.9146
S: -0.2711 -0.4492 -3.5812
O: 0.2703 0.0939 -4.7870
O: 0.4456 -1.4616 -2.8062
N: -0.3944 0.6657 -2.3953
C: -1.1244 1.8525 -2.6619
C: -1.0829 2.5646 -3.8322
C: -1.8505 3.7439 -3.9699
C: -2.6337 4.2024 -2.9506
C: -2.6684 3.4952 -1.7257
C: -3.4596 3.8874 -0.6191
C: -3.4429 3.1321 0.5117
C: -2.6058 1.9956 0.5650
N: -1.8343 1.6190 -0.4218
C: -1.8940 2.3339 -1.5822
H: -6.1417 -2.1532 -5.8055
H: -6.1912 -3.0711 -4.2980
H: -5.4261 -3.7638 -5.7201
H: -4.5466 -0.4195 -5.8672
H: -2.3786 0.5489 -5.2263
H: -1.5312 -2.9287 -2.8597
H: -3.6820 -3.9086 -3.5503
H: -0.4630 2.2334 -4.6512
H: -1.8042 4.2839 -4.9067
H: -3.2228 5.1042 -3.0615
H: -4.0723 4.7783 -0.6900
H: -4.0437 3.3807 1.3748
H: -2.5946 1.3860 1.4542
N: 2.2247 0.7772 1.7907
P: 1.9173 -0.8625 2.2484
C: 3.5820 -1.3159 2.8335
C: 3.7328 -2.2693 3.8404
C: 4.9949 -2.7149 4.1984
C: 6.1211 -2.2197 3.5539
C: 5.9782 -1.2786 2.5463
C: 4.7148 -0.8315 2.1830
C: 0.9913 -0.7398 3.8152
C: -0.0299 -1.6659 4.0105
C: -0.7927 -1.6385 5.1721
C: -0.5443 -0.6767 6.1391
C: 0.4696 0.2565 5.9502
C: 1.2325 0.2210 4.7954
P: 1.0347 1.5534 0.8734
C: 0.2839 2.6739 2.0838
C: -0.7657 2.2125 2.8729
C: -1.2870 3.0037 3.8850
C: -0.7496 4.2601 4.1269
C: 0.3183 4.7159 3.3643
C: 0.8335 3.9296 2.3442
C: 1.8581 2.6276 -0.3116
C: 1.1329 3.6294 -0.9576
C: 1.7313 4.3781 -1.9567
C: 3.0530 4.1320 -2.3111
C: 3.7765 3.1430 -1.6628
C: 3.1788 2.3862 -0.6644
H: 2.6831 1.3622 2.4835
H: 2.8627 -2.6618 4.3543
H: 5.0986 -3.4534 4.9832
H: 7.1055 -2.5720 3.8336
H: 6.8499 -0.8957 2.0310
H: 4.6124 -0.1173 1.3762
H: -0.2542 -2.3907 3.2347
H: -1.5882 -2.3596 5.3085
H: -1.1431 -0.6489 7.0409
H: 0.6623 1.0108 6.7029
H: 2.0227 0.9534 4.6654
H: -1.1480 1.2066 2.7302
H: -2.1026 2.6294 4.4905
H: -1.1552 4.8822 4.9147
H: 0.7523 5.6878 3.5611
H: 1.6581 4.3025 1.7492
H: 0.1042 3.8350 -0.6817
H: 1.1649 5.1503 -2.4614
H: 3.5176 4.7122 -3.0980
H: 4.8040 2.9485 -1.9422
H: 3.7253 1.5959 -0.1716
O: -3.7643 -0.6528 0.7868
S: -2.5773 -1.3885 0.5007
O: -2.5321 -2.7706 0.8226
O: -1.3096 -0.6280 1.1225
O: -2.0997 -1.1247 -0.9816
Cl: 5.7949 -3.6481 -1.3971
C: 4.1330 -3.3041 -1.0805
C: 3.2423 -4.3419 -0.8208
Cl: 3.7899 -5.9788 -0.8165
C: 1.8987 -4.0657 -0.5594
Cl: 0.7488 -5.3041 -0.2342
C: 1.4829 -2.7494 -0.5394
O: 0.2329 -2.3580 -0.2579
C: 2.3625 -1.7051 -0.8233
O: 1.7997 -0.4938 -0.8016
C: 3.6921 -1.9787 -1.0938
Cl: 4.7685 -0.6814 -1.4795

Results
- calculated total energy (eV) = -161000.7612
- molar mass (g mol⁻¹) = 1205.63
- lowest unoccupied orbital energy (eV) = -0.86
- energy above the lowest of the compared OMol25 structures with the same formula, charge and spin (eV) = 0.000
- orbital gap (eV) = 7.096
- largest force on an atom (eV/A) = 1.418

Löwdin population analysis, charges in e, atoms 1 to 4:
1 Ta 1.8288
2 C -0.0456
3 C -0.2581
4 C -0.0277